{
  "formula": "C50H39CsN14O4S",
  "method": "ωB97M-V/def2-TZVPD",
  "symbols": ["Cs", "S", "O", "O", "O", "O", "N", "N", "N", "N", "N", "N", "N", "N", "N", "N", "N", "N", "N", "N", "C", "C", "C", "C", "C", "C", "C", "C", "C", "C", "C", "C", "C", "C", "C", "C", "C", "C", "C", "C", "C", "C", "C", "C", "C", "C", "C", "C", "C", "C", "C", "C", "C", "C", "C", "C", "C", "C", "C", "C", "C", "C", "C", "C", "C", "C", "C", "C", "C", "C", "H", "H", "H", "H", "H", "H", "H", "H", "H", "H", "H", "H", "H", "H", "H", "H", "H", "H", "H", "H", "H", "H", "H", "H", "H", "H", "H", "H", "H", "H", "H", "H", "H", "H", "H", "H", "H", "H", "H"],
  "positions_angstrom": [[-0.227, 0.465, -0.125], [-1.186, -4.529, -1.720], [1.933, -0.587, -1.727], [0.077, 1.959, 3.339], [-0.395, 4.333, 3.999], [8.334, -5.731, -2.016], [-2.941, 1.749, -0.557], [-1.176, 0.238, 4.260], [-0.571, -0.599, 3.387], [0.959, 5.248, -1.829], [2.646, 1.218, 0.238], [8.300, -0.227, -1.020], [0.682, 4.622, 0.562], [0.455, -2.425, 1.602], [1.395, 4.261, -3.867], [-2.268, 0.182, -2.982], [-2.762, -3.144, -0.267], [-10.384, 2.979, -5.423], [1.293, 2.924, -1.990], [7.285, 0.458, -0.764], [7.552, -2.531, -0.498], [-9.378, 2.725, -4.925], [8.967, -2.113, -2.378], [5.525, -0.860, -1.929], [-2.561, -4.342, 0.372], [7.620, -3.884, -0.744], [2.989, 2.077, 1.169], [-4.470, 2.764, 0.809], [-1.469, 3.878, 4.654], [-0.873, 1.511, 4.044], [5.315, 1.809, 0.685], [-7.172, 3.407, -4.100], [-1.749, -5.222, -0.264], [-3.137, 2.256, 0.633], [-5.104, 2.538, -0.378], [-3.724, 0.417, -4.746], [-3.451, 4.379, 5.935], [-8.118, 2.405, -4.303], [-0.363, -1.794, 3.783], [-5.673, 1.784, -3.129], [1.090, -4.984, 2.460], [-1.776, -0.412, -4.060], [1.202, 4.154, -2.517], [-5.960, 3.092, -3.509], [3.147, -0.388, -1.498], [-1.756, 2.505, 4.744], [-2.087, -3.106, -1.372], [4.332, 2.421, 1.409], [-2.898, 2.105, 5.431], [5.972, 0.085, -1.001], [-4.348, 1.447, -2.529], [-2.322, 4.805, 5.262], [3.607, 0.599, -0.492], [-4.140, 1.893, -1.238], [9.028, -3.480, -2.650], [8.341, -4.367, -1.837], [0.491, -4.080, 3.318], [4.192, -1.083, -2.179], [-3.482, 0.710, -3.371], [1.032, -3.297, 0.788], [4.978, 0.843, -0.292], [-2.630, -0.296, -5.189], [0.205, -2.789, 2.864], [-7.847, 1.094, -3.914], [0.812, 4.994, -0.526], [-6.628, 0.791, -3.335], [8.805, -6.207, -3.255], [1.386, -4.588, 1.165], [-3.749, 3.022, 6.026], [8.209, -1.621, -1.332], [-5.218, 3.861, -3.338], [-8.589, 0.323, -4.073], [-0.575, -2.097, 4.812], [-4.640, 2.687, 6.543], [-1.437, -6.200, 0.058], [-4.868, 3.215, 1.704], [-3.098, 1.043, 5.480], [-2.449, -0.686, -6.180], [1.238, -2.942, -0.218], [6.360, 2.034, 0.848], [-6.126, 2.776, -0.632], [9.617, -3.828, -3.487], [9.891, -6.094, -3.347], [6.251, -1.403, -2.521], [8.324, -5.687, -4.088], [6.977, -2.160, 0.341], [-0.816, -0.914, -4.020], [2.189, 2.516, 1.754], [-7.387, 4.420, -4.412], [0.007, 3.511, 3.576], [0.249, -4.352, 4.338], [-2.081, 5.856, 5.170], [8.557, -7.266, -3.297], [-4.109, 5.111, 6.390], [1.871, -5.250, 0.461], [-6.398, -0.223, -3.037], [1.328, -5.985, 2.799], [1.296, 2.849, -0.984], [1.118, 5.156, -4.236], [-4.588, 0.714, -5.321], [4.568, 3.156, 2.167], [-3.040, -4.515, 1.324], [1.136, 3.465, -4.426], [3.886, -1.795, -2.937], [7.107, -4.591, -0.105], [9.508, -1.412, -3.002], [1.700, 2.160, -2.506], [-2.077, -2.257, -2.044], [-2.340, 2.276, 1.372]],
  "forces_ev_per_a": [[-0.7, -0.4, 0.4], [0.0, 0.0, -0.1], [0.2, 0.1, -0.1], [-0.1, -0.1, -0.2], [-0.1, 0.1, 0.1], [-0.1, 0.1, 0.0], [0.1, 0.1, 0.2], [0.0, -0.1, 0.0], [0.1, 0.1, -0.1], [0.0, -0.1, 0.0], [0.2, 0.0, -0.1], [0.2, -0.4, 0.1], [0.0, 0.3, 0.2], [0.1, 0.1, -0.3], [0.0, 0.1, 0.0], [0.1, -0.1, 0.0], [0.1, -0.1, 0.0], [0.0, 0.0, 0.0], [0.0, 0.1, -0.2], [-0.2, 0.3, -0.1], [0.1, 0.0, 0.1], [0.1, 0.0, 0.1], [0.0, 0.0, -0.1], [0.0, 0.0, -0.2], [-0.1, 0.1, 0.0], [0.0, 0.0, 0.0], [0.1, 0.0, 0.0], [0.0, 0.0, 0.0], [0.1, 0.1, 0.0], [0.0, 0.1, 0.0], [0.0, 0.0, 0.0], [0.0, 0.0, 0.0], [0.0, -0.1, 0.0], [0.0, 0.1, 0.1], [0.0, 0.0, 0.0], [-0.1, 0.0, 0.0], [0.0, 0.0, 0.0], [-0.2, 0.0, -0.1], [0.0, -0.1, -0.1], [0.0, 0.0, 0.0], [0.0, 0.0, 0.0], [0.0, 0.0, -0.1], [0.0, -0.1, 0.0], [0.0, 0.0, 0.0], [0.2, 0.0, 0.1], [0.0, -0.1, 0.0], [-0.1, 0.2, 0.0], [0.0, 0.0, 0.0], [0.0, 0.0, 0.0], [-0.1, 0.1, 0.1], [-0.1, 0.0, 0.0], [0.0, 0.0, 0.0], [-0.1, -0.1, 0.0], [0.0, 0.0, -0.1], [-0.1, 0.0, 0.0], [0.0, 0.0, 0.0], [0.0, 0.0, 0.0], [0.0, 0.0, 0.0], [0.0, 0.0, 0.1], [0.1, 0.0, 0.0], [0.0, -0.1, 0.1], [0.0, 0.0, 0.0], [-0.1, 0.1, 0.1], [0.0, 0.0, 0.0], [0.0, -0.3, -0.3], [0.0, 0.0, 0.0], [0.0, 0.0, 0.0], [0.0, 0.0, 0.0], [0.0, 0.0, 0.0], [0.3, 0.1, 0.0], [0.0, 0.0, 0.0], [0.0, 0.0, 0.0], [-0.1, 0.0, 0.0], [0.0, 0.0, 0.0], [0.0, 0.0, 0.0], [0.0, 0.0, 0.0], [0.0, 0.0, 0.0], [0.0, 0.0, 0.0], [0.0, 0.0, 0.0], [0.0, 0.0, 0.0], [0.0, 0.0, 0.0], [0.0, 0.0, 0.0], [0.0, 0.0, 0.0], [-0.1, 0.0, 0.0], [0.0, 0.0, 0.0], [0.0, 0.0, 0.0], [0.0, 0.0, 0.0], [0.0, 0.0, 0.0], [0.0, 0.0, 0.0], [0.0, 0.0, -0.1], [0.0, 0.0, 0.0], [0.0, 0.0, 0.0], [0.0, 0.0, 0.0], [0.0, 0.0, 0.0], [0.0, 0.0, 0.0], [0.0, 0.0, 0.0], [0.0, 0.0, 0.0], [0.1, -0.1, 0.1], [0.0, 0.0, 0.0], [0.0, 0.0, 0.0], [0.0, 0.0, 0.0], [0.0, 0.0, 0.0], [0.0, 0.0, 0.0], [0.0, 0.0, 0.0], [0.0, 0.0, 0.0], [0.0, 0.0, 0.0], [-0.1, 0.0, 0.1], [0.0, 0.0, 0.0], [-0.1, 0.0, 0.0]],
  "mulliken_charge": [0.871, -0.204, -0.515, -0.593, -0.731, -0.437, 0.089, -0.899, 0.524, -0.853, 0.566, -1.060, -0.545, 0.225, -0.494, 0.149, -0.401, -0.598, -0.025, -0.140, 0.285, -0.019, -0.576, -0.059, -0.551, -0.760, -0.623, -1.131, 0.298, 0.634, -0.559, -0.872, -0.154, -0.089, -0.842, -0.823, -0.245, 0.652, -0.942, -0.431, -0.260, -0.680, 0.608, 0.017, 0.322, 0.184, 0.147, -0.909, -0.272, -0.099, 1.301, -0.722, -0.716, -0.045, -0.335, 0.781, -0.804, -1.167, -0.110, -0.583, 1.241, -1.034, 0.917, -0.851, 0.754, 0.018, -0.876, -0.933, -0.742, -0.068, 0.500, 0.420, 0.226, 0.376, 0.443, 0.501, 0.432, 0.429, 0.697, 0.454, 0.454, 0.351, 0.312, 0.348, 0.377, 0.367, 0.602, 0.583, 0.418, 0.386, 0.371, 0.390, 0.237, 0.354, 0.473, 0.510, 0.394, -0.280, 0.258, 0.454, 0.448, 0.415, 0.247, 0.480, 0.424, 0.341, 0.195, 0.299, 0.108],
  "e_above_lowest_kcal_mol": 29.1,
  "spin_multiplicity": 1,
  "charge": -2
}

***

{
  "formula": "C50H40Br2CeIN3O5",
  "method": "ωB97M-V/def2-TZVPD",
  "symbols": ["Ce", "I", "Br", "Br", "O", "O", "O", "O", "O", "N", "N", "N", "C", "C", "C", "C", "C", "C", "C", "C", "C", "C", "C", "C", "C", "C", "C", "C", "C", "C", "C", "C", "C", "C", "C", "C", "C", "C", "C", "C", "C", "C", "C", "C", "C", "C", "C", "C", "C", "C", "C", "C", "C", "C", "C", "C", "C", "C", "C", "C", "C", "C", "H", "H", "H", "H", "H", "H", "H", "H", "H", "H", "H", "H", "H", "H", "H", "H", "H", "H", "H", "H", "H", "H", "H", "H", "H", "H", "H", "H", "H", "H", "H", "H", "H", "H", "H", "H", "H", "H", "H", "H"],
  "positions_angstrom": [[-14.789, 5.941, 15.286], [-18.550, -0.580, 10.045], [-16.383, 8.496, 13.304], [-16.451, 11.346, 14.920], [-13.390, 7.268, 16.349], [-16.362, 6.721, 16.377], [-15.614, 5.166, 12.946], [-13.476, 4.297, 15.309], [-16.563, 4.210, 14.692], [-13.102, 6.846, 13.595], [-11.341, 7.699, 12.613], [-15.061, 4.571, 17.676], [-10.685, 9.473, 17.318], [-12.612, 4.286, 17.563], [-16.493, 3.352, 19.138], [-17.868, 6.873, 19.757], [-18.144, 2.612, 12.933], [-10.640, 9.219, 14.982], [-20.096, 7.106, 14.624], [-14.162, 2.919, 19.088], [-19.025, 6.581, 15.329], [-19.611, 7.920, 17.203], [-12.012, 7.007, 11.621], [-10.118, 9.755, 16.133], [-13.550, 1.573, 15.620], [-16.052, 8.040, 18.712], [-18.760, 7.032, 16.621], [-9.770, 4.658, 13.532], [-15.705, 8.587, 19.977], [-14.035, 3.908, 18.139], [-11.358, 0.193, 16.508], [-12.455, 3.791, 16.099], [-10.883, 4.097, 14.154], [-13.092, 6.488, 12.228], [-18.744, 1.664, 12.085], [-11.095, 4.327, 15.502], [-16.797, 1.788, 10.627], [-16.474, 8.310, 21.088], [-20.742, 8.322, 16.528], [-10.247, 5.134, 16.207], [-21.021, 7.939, 15.230], [-11.674, 8.289, 14.984], [-12.447, 2.307, 16.034], [-16.313, 4.227, 13.460], [-12.450, -0.538, 16.106], [-17.992, 1.186, 11.000], [-17.406, 6.455, 17.281], [-12.044, 7.577, 13.784], [-11.310, 1.562, 16.483], [-16.286, 2.830, 11.390], [-16.296, 4.272, 18.105], [-15.385, 2.637, 19.616], [-12.337, 8.078, 16.191], [-8.854, 5.434, 14.255], [-13.535, 0.143, 15.626], [-17.137, 7.178, 18.598], [-9.089, 5.640, 15.597], [-17.516, 4.948, 17.451], [-16.695, 9.422, 15.033], [-11.894, 8.766, 17.357], [-16.925, 3.193, 12.603], [-17.532, 7.412, 20.987], [-13.300, 2.348, 19.371], [-18.311, 5.874, 14.937], [-14.394, 2.194, 15.368], [-10.522, -0.425, 16.897], [-16.222, 1.374, 9.830], [-18.737, 6.255, 19.721], [-18.406, 4.808, 17.988], [-19.367, 8.297, 18.229], [-14.896, 9.302, 20.025], [-12.400, 8.544, 18.301], [-20.297, 6.699, 13.657], [-15.483, 8.225, 17.800], [-10.239, 9.511, 13.953], [-15.387, 3.334, 11.068], [-17.479, 3.188, 19.560], [-14.458, -0.339, 15.341], [-19.727, 1.281, 12.269], [-21.940, 8.242, 14.767], [-10.420, 2.096, 16.725], [-10.254, 9.868, 18.237], [-15.460, 1.793, 20.321], [-7.948, 5.814, 13.751], [-17.764, 9.261, 15.321], [-11.660, 6.933, 10.603], [-18.635, 3.020, 13.777], [-11.616, 3.549, 13.583], [-16.265, 8.774, 22.066], [-11.959, 3.775, 18.287], [-9.737, 4.609, 12.452], [-21.332, 9.030, 17.100], [-8.359, 6.105, 16.211], [-10.413, 5.375, 17.247], [-10.467, 8.188, 12.500], [-9.234, 10.445, 16.074], [-13.788, 5.809, 11.748], [-17.543, 4.432, 16.474], [-12.524, 5.377, 17.549], [-18.100, 7.095, 21.840], [-16.013, 9.114, 15.823], [-12.375, -1.640, 16.187]],
  "forces_ev_per_a": [[0.2, -0.9, -0.1], [-0.2, 0.1, -0.1], [0.1, 0.3, 1.2], [0.0, -0.2, -0.2], [0.2, 0.2, -0.8], [-0.3, 0.2, -0.2], [-0.1, -0.8, 0.7], [-0.5, 0.6, 0.1], [0.3, -0.1, 0.4], [-1.0, -0.8, -1.4], [0.1, 0.1, 0.0], [-1.3, 0.6, -1.3], [-1.9, -0.3, 2.1], [-2.1, -0.9, 0.8], [0.5, -0.2, 0.0], [0.4, 0.4, -0.1], [0.1, -0.1, -1.3], [0.7, 0.1, -2.3], [-0.2, -1.2, -0.1], [0.6, -0.3, -0.1], [0.2, 0.7, 0.5], [0.6, 0.4, 1.7], [0.5, 0.4, 0.5], [2.2, 1.5, -1.9], [0.7, -0.4, 0.4], [0.1, 0.0, 0.7], [2.0, -1.7, -0.2], [-0.7, 0.4, 0.0], [-0.5, 0.2, -1.4], [2.4, 0.5, -0.7], [1.7, -0.9, 0.9], [1.5, 0.8, 0.0], [0.8, 0.4, -0.4], [-0.3, -0.6, 0.4], [1.3, 0.3, -0.1], [-1.9, -0.3, 0.4], [-0.1, 0.1, 0.8], [0.1, 0.0, 0.8], [-0.5, 1.2, 0.7], [1.1, 0.3, 0.1], [0.5, 0.0, 0.8], [0.1, 0.2, 0.5], [0.8, -2.4, 0.5], [0.1, 1.4, -0.3], [-0.2, -0.9, -0.2], [-0.3, 0.3, 0.6], [-0.9, 1.5, -0.8], [0.8, 0.7, -1.0], [-1.3, 0.8, -0.8], [-0.7, 0.0, 0.8], [-1.0, 0.4, 1.1], [-1.1, -0.4, 0.1], [-0.8, 0.1, 1.9], [0.2, -0.4, -0.6], [-1.1, 1.7, 0.0], [0.4, -0.5, 0.5], [-0.5, -0.6, 0.0], [1.9, -0.4, -0.6], [-1.1, 0.3, 0.0], [0.9, -0.8, -0.3], [0.5, -0.6, -1.8], [0.1, 0.0, -0.6], [0.3, -0.1, 0.2], [-0.1, -0.1, -0.6], [-0.5, -0.4, -0.4], [-0.3, 0.9, -0.3], [0.2, 0.0, -0.6], [-0.4, -0.6, -0.2], [-1.1, -0.9, 0.9], [-0.5, -0.3, -1.1], [0.1, -0.1, 0.1], [0.1, 0.1, -0.4], [0.0, 0.0, -0.7], [0.1, 0.1, 0.5], [-0.2, -0.3, 1.7], [0.1, 0.0, 0.2], [0.0, 0.0, -0.2], [0.0, -0.3, -0.2], [-0.2, -0.2, 0.2], [-0.1, 0.2, -0.4], [0.6, 0.2, 0.4], [-0.2, 0.0, -0.1], [-0.2, 0.7, -0.2], [-0.6, -0.1, 0.4], [1.1, -0.1, -0.4], [0.0, 0.1, 0.2], [-0.6, 0.0, 0.8], [0.0, -0.1, -0.1], [0.1, -0.3, -0.6], [0.5, 0.5, -0.6], [0.4, -0.2, -0.1], [-0.5, -0.1, -0.4], [0.4, 0.7, 0.4], [0.0, -0.1, 0.1], [-0.2, -0.1, 0.1], [-1.0, -0.8, 0.0], [-0.2, 0.3, 0.6], [-0.6, 0.6, 0.3], [0.1, -0.2, 0.3], [-0.2, 0.2, 0.4], [-0.1, -0.4, -0.5], [-0.4, 0.8, -0.2]],
  "mulliken_charge": [-0.071, 0.078, -0.007, -0.112, 0.693, 0.606, -0.598, 0.543, -0.400, 0.857, 0.114, 1.093, -0.900, -0.935, -0.817, -0.032, -0.279, -1.069, -0.786, -0.979, -0.316, -0.161, -0.872, -0.784, -0.265, 0.401, -0.312, -0.713, -1.106, -0.274, -0.720, 1.608, -0.599, -0.612, -0.705, -0.543, -0.621, -0.701, -0.650, 0.233, -0.878, 0.356, 0.533, 0.600, -0.604, -0.095, 2.005, 0.350, -0.657, -0.564, 0.532, -1.032, 0.525, -0.666, -0.973, -0.476, -1.004, -1.807, 0.886, -0.873, 0.317, -0.961, 0.570, 0.496, 0.464, 0.323, 0.393, 0.457, 1.006, 0.321, 0.471, 0.435, 0.475, 0.024, 0.206, 0.400, 0.549, 0.469, 0.433, 0.433, 0.483, 0.442, 0.357, 0.406, 0.052, 0.442, 0.526, 0.436, 0.356, 0.849, 0.453, 0.397, 0.502, 0.408, 0.185, 0.341, 0.316, 0.182, 0.051, 0.448, -0.710, 0.351],
  "e_above_lowest_kcal_mol": 0.0,
  "spin_multiplicity": 1
}

***

Number 1: HOMO-LUMO gap 6.022 eV, maximum force 0.9 eV/Å. Number 2: HOMO-LUMO gap 7.632 eV, maximum force 3.3 eV/Å.